# 1
Molecular formula: C32H53N3O16
Method: DFT, ωB97M-V/def2-TZVPD

Properties
Multiplicity: 1
ΔE to the lowest compared entry with this formula, charge and spin in eV: 3.033
Frontier orbital gap in eV: 10.34
Maximum force in Eh/bohr: 0.109
Electronic energy in eV: -71269.704

```
104
C32H53N3O16 | the Open Molecules 2025 dataset | ωB97M-V/def2-TZVPD
C -0.75675 -3.26797 -1.34886
C -1.31384 -4.43240 -2.24423
O -0.19747 -4.96344 -2.80529
C 0.07503 -4.97493 -4.08539
C 1.24193 -5.72792 -4.44158
O -0.54549 -4.44886 -4.92958
H -1.55216 -2.71601 -0.84809
H -0.00070 -2.64433 -1.82589
H -0.37729 -3.64167 -0.39783
H -1.89334 -5.15970 -1.67563
H -1.96700 -4.12641 -3.06145
H 1.34145 -5.69004 -5.52637
H 1.14471 -6.77098 -4.14045
H 2.19446 -5.38985 -4.03354
C -4.98599 -3.75284 4.16375
C -3.63133 -4.42606 3.88611
O -2.67468 -3.46071 4.09374
C -1.42581 -3.65377 3.58269
C -0.76431 -2.33944 3.24324
O -0.71093 -4.68065 3.52086
H -5.14809 -2.89066 3.51687
H -5.17602 -3.64698 5.23183
H -5.84383 -4.36002 3.87476
H -3.31363 -5.29358 4.46454
H -3.55708 -4.84162 2.88117
H 0.08894 -2.58281 2.61013
H -0.52806 -1.69123 4.08711
H -1.46511 -1.71449 2.68969
O -1.06860 -0.46979 -2.71892
C -1.56647 -0.82415 -3.75767
O -1.14508 -0.35129 -4.95112
C -2.11495 -0.67285 -5.89639
C -2.76902 -1.95629 -5.28739
O -2.65193 -1.67428 -3.96882
H -2.82318 0.15122 -5.98250
H -1.51864 -0.94561 -6.76709
H -2.37705 -2.94680 -5.51836
H -3.78149 -1.92196 -5.68967
O 2.36844 -2.82858 -5.01404
C 2.37278 -1.58790 -4.99955
O 2.03375 -0.88765 -3.88430
C 2.11916 0.50359 -4.22579
C 2.12886 0.47090 -5.78829
O 2.51389 -0.80635 -6.08697
H 1.39683 1.03135 -3.60305
H 3.11521 0.75052 -3.85836
H 2.80175 1.20844 -6.22574
H 1.07753 0.50707 -6.07378
O -2.05027 0.80898 0.42923
C -0.86168 0.73315 0.22321
O -0.16644 -0.38098 0.57150
C 1.23222 -0.12439 0.45373
C 1.20300 0.93825 -0.53931
O -0.04353 1.68303 -0.21344
H 1.50029 0.31114 1.41630
H 1.64919 -1.05665 0.07278
H 1.37590 0.54947 -1.54283
H 1.97379 1.70329 -0.44603
O 2.64395 1.36715 4.86852
C 1.43222 1.39396 4.76015
O 0.73927 0.99955 3.67826
C -0.67962 1.14896 3.87445
C -0.65100 2.14330 4.97711
O 0.52982 1.83129 5.65874
H -1.13690 1.46868 2.93809
H -1.07956 0.22045 4.28190
H -1.56044 2.12252 5.57760
H -0.68056 3.19118 4.67848
C 4.95389 0.92388 2.46421
C 5.19369 -0.38099 1.79028
C 5.79722 -0.43820 0.36114
C 5.12538 0.38445 -0.67614
N 4.56989 1.00249 -1.46884
H 4.12943 1.44585 1.97852
H 5.85089 1.54187 2.50397
H 4.43491 0.98408 3.42084
H 4.15143 -0.69986 1.80197
H 5.87825 -0.93112 2.43591
H 5.71395 -1.49984 0.12856
H 6.81812 -0.05647 0.37333
C -3.89643 3.76748 -0.84698
C -4.42712 3.69236 0.53011
C -5.94303 4.00636 0.69049
C -6.24245 5.39159 0.51679
N -6.35297 6.54689 0.41782
H -2.93871 3.29442 -1.06399
H -3.78853 4.84385 -0.98073
H -4.70325 3.26904 -1.38430
H -3.96786 4.42239 1.19663
H -4.11736 2.73493 0.94901
H -6.31397 3.78059 1.69026
H -6.56184 3.55100 -0.08269
C 2.76186 4.81829 0.80541
C 2.25542 3.98259 2.00198
C 2.51949 4.70167 3.35250
C 3.79225 4.35546 3.97559
N 4.82231 3.98887 4.46992
H 3.84570 4.93204 0.82712
H 2.36128 5.83130 0.84337
H 2.45980 4.55016 -0.20699
H 2.86911 3.08534 2.08217
H 1.23418 3.60509 2.05354
H 1.70579 4.31063 3.96331
H 2.27037 5.74922 3.18317
```

Here are the Mulliken charges for atoms 1 to 99, given in e: atom 1 (C): -0.953, atom 2 (C): -0.312, atom 3 (O): -0.369, atom 4 (C): 0.912, atom 5 (C): -1.194, atom 6 (O): -0.506, atom 7 (H): 0.367, atom 8 (H): 0.030, atom 9 (H): 0.606, atom 10 (H): 0.301, atom 11 (H): 0.139, atom 12 (H): 0.329, atom 13 (H): 0.378, atom 14 (H): 0.246, atom 15 (C): -1.155, atom 16 (C): -0.318, atom 17 (O): -0.235, atom 18 (C): 0.291, atom 19 (C): -0.400, atom 20 (O): -0.610, atom 21 (H): 0.292, atom 22 (H): 0.298, atom 23 (H): 0.393, atom 24 (H): 0.354, atom 25 (H): 0.318, atom 26 (H): 0.285, atom 27 (H): 0.291, atom 28 (H): 0.217, atom 29 (O): -0.283, atom 30 (C): 0.362, atom 31 (O): -0.290, atom 32 (C): -0.478, atom 33 (C): -0.219, atom 34 (O): -0.297, atom 35 (H): 0.296, atom 36 (H): 0.337, atom 37 (H): 0.190, atom 38 (H): 0.342, atom 39 (O): -0.592, atom 40 (C): 0.534, atom 41 (O): -0.153, atom 42 (C): -0.403, atom 43 (C): -0.228, atom 44 (O): -0.321, atom 45 (H): 0.276, atom 46 (H): 0.383, atom 47 (H): 0.351, atom 48 (H): 0.114, atom 49 (O): -0.618, atom 50 (C): 0.290, atom 51 (O): -0.034, atom 52 (C): 0.330, atom 53 (C): 1.402, atom 54 (O): -0.348, atom 55 (H): -0.579, atom 56 (H): 0.482, atom 57 (H): -1.333, atom 58 (H): 0.471, atom 59 (O): -0.538, atom 60 (C): 0.276, atom 61 (O): 0.328, atom 62 (C): -0.104, atom 63 (C): -0.572, atom 64 (O): -0.380, atom 65 (H): 0.031, atom 66 (H): 0.300, atom 67 (H): 0.372, atom 68 (H): 0.271, atom 69 (C): -0.550, atom 70 (C): -0.410, atom 71 (C): -0.401, atom 72 (C): 0.248, atom 73 (N): -0.474, atom 74 (H): -0.350, atom 75 (H): 0.452, atom 76 (H): 0.292, atom 77 (H): 0.182, atom 78 (H): 0.334, atom 79 (H): 0.300, atom 80 (H): 0.336, atom 81 (C): -1.021, atom 82 (C): -0.227, atom 83 (C): -0.442, atom 84 (C): 0.245, atom 85 (N): -0.450, atom 86 (H): 0.198, atom 87 (H): 0.354, atom 88 (H): 0.272, atom 89 (H): 0.318, atom 90 (H): 0.170, atom 91 (H): 0.290, atom 92 (H): 0.289, atom 93 (C): -1.430, atom 94 (C): 1.226, atom 95 (C): -0.410, atom 96 (C): 0.341, atom 97 (N): -0.569, atom 98 (H): 0.362, atom 99 (H): 0.425

# 2
Molecular formula: C32H54AlBCl5F3IN2O10P
Method: DFT, ωB97M-V/def2-TZVPD

Properties
Multiplicity: 1
Frontier orbital gap in eV: 1.07
Maximum force in Eh/bohr: 0.067
Total charge: -2
Electronic energy in eV: -152938.011

```
110
C32H54AlBCl5F3IN2O10P | the Open Molecules 2025 dataset | ωB97M-V/def2-TZVPD
C 7.61700 -0.30059 -0.91324
C 6.27872 -1.08559 -0.86318
O 5.57948 -1.04319 -2.13886
B 4.83758 0.08077 -2.27982
O 5.10020 1.23121 -1.57760
P 3.37375 0.05873 -3.57471
C 1.81462 0.59178 -2.72756
C 1.95540 0.63939 -1.18333
C 0.56687 0.86033 -0.52164
I -0.38372 -1.07473 -0.40663
C 3.80061 1.29665 -4.85742
C 5.04415 0.95866 -5.72550
C 4.83996 1.72418 -7.08939
C 6.38660 1.45787 -5.11533
C 3.19732 -1.68047 -4.12944
C 2.79197 -1.91552 -5.61421
C 3.99239 -2.48193 -6.43775
F 2.17050 -0.83198 -6.23092
H 7.87921 0.04906 -1.92497
H 7.48793 0.56907 -0.24861
H 8.44971 -0.90024 -0.50548
H 6.49517 -2.14022 -0.63221
H 5.62933 -0.69044 -0.06753
H 4.55944 1.93047 -1.97897
H 1.02780 -0.15406 -2.95374
H 1.46783 1.57362 -3.09293
H 2.36885 -0.28995 -0.75128
H 2.58312 1.50429 -0.90196
H -0.03936 1.59365 -1.07327
H 0.70693 1.21430 0.51059
H 2.90861 1.48615 -5.47781
H 4.01825 2.26384 -4.35542
H 5.16928 -0.11059 -5.96032
H 5.80867 2.09439 -7.46801
H 4.21690 2.62517 -6.93140
H 4.35857 1.07948 -7.84634
H 7.13802 1.43064 -5.92320
H 6.33099 2.47322 -4.68671
H 6.72186 0.78639 -4.30238
H 2.40144 -2.13111 -3.50047
H 4.10456 -2.25639 -3.87992
H 2.04626 -2.73626 -5.60089
H 4.26124 -1.84598 -7.29661
H 4.89906 -2.60520 -5.81848
H 3.74717 -3.49103 -6.80780
N -3.12880 -0.38381 4.69510
C -2.42120 -0.52726 3.56919
C -2.06808 0.53118 2.74895
C -2.46267 1.80996 3.09619
C -3.19734 1.98711 4.25806
C -3.50053 0.86384 5.01721
H -2.12996 -1.54413 3.31398
H -1.49482 0.33362 1.85957
H -2.20409 2.65754 2.47692
H -3.52422 2.96983 4.56587
H -4.07120 0.95315 5.93728
C -0.28959 -4.62282 2.11080
O -1.10066 -4.03723 1.42308
O -0.67985 -4.99861 3.38267
O 0.91931 -4.99523 1.83391
H -1.72445 -4.58267 3.37402
F -2.55502 -5.25540 5.64323
C -2.12346 -6.18810 6.50173
C -1.09741 -7.03676 6.12862
C -0.64904 -7.99937 7.02278
C -1.23653 -8.11204 8.27716
C -2.27030 -7.25676 8.63917
C -2.71404 -6.28614 7.75122
H -0.65993 -6.93804 5.14642
H 0.15973 -8.66339 6.74075
H -0.88778 -8.86698 8.97243
H -2.73176 -7.34621 9.61544
H -3.51183 -5.60569 8.01886
C -6.18446 2.13705 2.00716
O -5.28372 3.15645 1.59839
C -5.48930 3.56925 0.25517
C -5.94198 5.01828 0.20621
N -7.29888 5.15966 0.72176
C -7.70663 6.54232 0.91430
C -6.97108 7.34429 1.99475
O -7.20186 6.89718 3.31476
C -6.32405 5.88125 3.76284
H -5.90526 1.81911 3.01075
H -7.21225 2.51484 2.03294
H -6.11970 1.27310 1.33767
H -6.19601 2.91829 -0.26942
H -4.52023 3.48767 -0.25260
H -5.91421 5.37047 -0.83173
H -5.22464 5.60977 0.79281
H -7.37116 4.67900 1.61037
H -8.79387 6.52665 1.18405
H -7.62063 7.07341 -0.04444
H -7.36607 8.36603 1.95821
H -5.89355 7.42741 1.79318
H -5.32864 5.96451 3.31704
H -6.74555 4.89352 3.56064
H -6.22574 5.97763 4.84584
F -1.00471 3.82162 4.00534
C 2.05784 -6.79329 -7.10017
Cl 3.78814 -7.05952 -6.86853
Cl 1.60152 -5.17400 -6.56141
Cl 1.61102 -7.03543 -8.78982
H 1.51862 -7.51493 -6.49833
Al 0.98211 -6.54775 3.06242
Cl -2.90564 -3.72438 4.06652
Cl -9.93994 5.13759 2.24421
C 6.16290 3.22453 0.60259
O 6.11681 4.07107 -0.29831
O 7.10761 2.39817 0.76897
O 5.26231 3.05659 1.47369
```

Here are the Mulliken charges for atoms 1 to 99, given in e: atom 1 (C): -0.699, atom 2 (C): -0.292, atom 3 (O): -0.282, atom 4 (B): 0.011, atom 5 (O): -0.055, atom 6 (P): 0.520, atom 7 (C): -0.909, atom 8 (C): -0.087, atom 9 (C): -1.505, atom 10 (I): 0.091, atom 11 (C): -1.493, atom 12 (C): 1.079, atom 13 (C): -1.386, atom 14 (C): -1.556, atom 15 (C): -1.437, atom 16 (C): 1.031, atom 17 (C): -0.971, atom 18 (F): -0.367, atom 19 (H): 0.166, atom 20 (H): 0.165, atom 21 (H): 0.329, atom 22 (H): 0.391, atom 23 (H): 0.260, atom 24 (H): 0.271, atom 25 (H): 0.440, atom 26 (H): 0.578, atom 27 (H): 0.263, atom 28 (H): 0.251, atom 29 (H): 0.447, atom 30 (H): 0.628, atom 31 (H): 0.649, atom 32 (H): 0.814, atom 33 (H): -0.179, atom 34 (H): 0.384, atom 35 (H): 0.331, atom 36 (H): 0.316, atom 37 (H): 0.495, atom 38 (H): 0.349, atom 39 (H): 0.246, atom 40 (H): 0.562, atom 41 (H): 0.565, atom 42 (H): -0.120, atom 43 (H): 0.290, atom 44 (H): 0.324, atom 45 (H): 0.084, atom 46 (N): -0.414, atom 47 (C): -0.033, atom 48 (C): 0.285, atom 49 (C): -0.194, atom 50 (C): -0.533, atom 51 (C): -0.231, atom 52 (H): 0.312, atom 53 (H): -0.318, atom 54 (H): 0.430, atom 55 (H): 0.404, atom 56 (H): 0.344, atom 57 (C): 0.825, atom 58 (O): -0.538, atom 59 (O): -0.458, atom 60 (O): -0.566, atom 61 (H): 0.243, atom 62 (F): 0.050, atom 63 (C): -0.156, atom 64 (C): 0.290, atom 65 (C): -0.267, atom 66 (C): -0.472, atom 67 (C): -0.353, atom 68 (C): -0.487, atom 69 (H): -0.102, atom 70 (H): 0.369, atom 71 (H): 0.339, atom 72 (H): 0.343, atom 73 (H): 0.443, atom 74 (C): -0.802, atom 75 (O): -0.121, atom 76 (C): -0.955, atom 77 (C): -0.231, atom 78 (N): -0.211, atom 79 (C): -0.712, atom 80 (C): -0.492, atom 81 (O): -0.406, atom 82 (C): -0.559, atom 83 (H): 0.214, atom 84 (H): 0.376, atom 85 (H): 0.313, atom 86 (H): 0.431, atom 87 (H): 0.356, atom 88 (H): 0.375, atom 89 (H): 0.200, atom 90 (H): 0.075, atom 91 (H): 0.136, atom 92 (H): 0.413, atom 93 (H): 0.346, atom 94 (H): 0.377, atom 95 (H): 0.311, atom 96 (H): 0.154, atom 97 (H): 0.319, atom 98 (F): -0.667, atom 99 (C): -0.003